<a>
DFT (wB97M-V/def2-TZVPD) results for C6H15NO2 in the gas phase.

Calculated values
HOMO-LUMO gap   9.40 eV
Charge   0

XYZ file:
```
24
C6H15NO2 | OMol25 | wB97M-V/def2-TZVPD
C 2.135 -1.252 0.811
C 1.150 -0.550 -0.119
C 1.898 0.188 -1.228
N 0.329 0.359 0.676
C -1.021 0.684 0.279
C -1.067 1.780 -0.780
O -1.700 1.170 1.412
C -1.854 -0.626 -0.244
O -2.185 -1.445 0.862
H 1.607 -1.844 1.559
H 2.759 -0.520 1.321
H 2.779 -1.919 0.242
H 0.464 -1.306 -0.590
H 2.525 -0.511 -1.774
H 1.211 0.656 -1.921
H 2.528 0.966 -0.798
H 0.307 0.006 1.628
H -0.987 1.368 -1.782
H -2.009 2.318 -0.700
H -0.245 2.473 -0.620
H -1.603 0.518 2.121
H -2.762 -0.236 -0.723
H -1.354 -1.252 -0.983
H -2.901 -1.024 1.350
```

=====

<b>
DFT (wB97M-V/def2-TZVPD) results for a 2-piece molecular cluster, C6H15NO2 overall.

Calculated values
HOMO-LUMO gap   10.12 eV
Charge   0

XYZ file:
```
24
C6H15NO2 | OMol25 | wB97M-V/def2-TZVPD
C 1.535 -1.091 1.182
C 0.273 -1.933 1.294
O -0.575 -1.701 0.168
C 0.119 -1.985 -1.018
O 1.236 -1.160 -1.218
C 2.183 -1.361 -0.168
H 1.275 -0.018 1.261
H 2.236 -1.329 2.005
H -0.323 -1.685 2.193
H 0.529 -3.008 1.346
H 0.428 -3.048 -1.030
H -0.576 -1.827 -1.865
H 2.565 -2.399 -0.212
H 3.032 -0.681 -0.374
C -2.395 2.153 -0.717
C -1.270 2.419 0.284
N 0.073 2.513 -0.292
H -2.438 2.964 -1.464
H -3.369 2.097 -0.203
H -2.218 1.200 -1.243
H -1.469 3.368 0.817
H -1.250 1.608 1.037
H 0.098 3.261 -0.994
H 0.299 1.646 -0.792
```

=====

<c>
DFT (wB97M-V/def2-TZVPD) results for C6H15NO2 in the gas phase.

Calculated values
HOMO-LUMO gap   9.99 eV
Charge   0

XYZ file:
```
24
C6H15NO2 | OMol25 | wB97M-V/def2-TZVPD
C -2.245 1.260 -0.020
O -1.124 0.989 -0.833
C 0.276 0.743 -0.294
C 0.618 1.741 0.812
O 1.122 0.997 -1.415
C 0.383 -0.761 0.071
C -0.361 -1.601 -1.176
C 1.836 -1.247 0.141
N -0.276 -1.158 1.325
H -2.670 2.223 -0.328
H -2.044 1.297 1.054
H -3.004 0.491 -0.199
H 0.416 2.763 0.469
H 0.033 1.592 1.721
H 1.676 1.677 1.084
H 1.585 1.829 -1.275
H -1.449 -1.514 -1.230
H 0.123 -1.317 -2.113
H -0.150 -2.654 -0.968
H 2.363 -0.810 0.997
H 1.880 -2.340 0.218
H 2.398 -0.989 -0.761
H -1.285 -1.070 1.220
H -0.100 -2.146 1.500
```

=====

It comes down to <a>, which is 0.344 eV more stable than the next structure.

=====

<a>
DFT (wB97M-V/def2-TZVPD) results for C6H15NO2 in the gas phase.

Calculated values
HOMO-LUMO gap   8.65 eV
Charge   0

XYZ file:
```
24
C6H15NO2 | OMol25 | wB97M-V/def2-TZVPD
C 2.843 0.601 -0.777
N 1.952 -0.490 -1.091
C 0.288 -0.265 -0.846
C 0.035 -0.244 0.602
C 0.392 0.993 1.388
O 0.444 -1.423 1.235
C -1.809 -0.332 0.354
C -2.516 -0.878 -0.872
O -2.413 0.900 0.728
H 2.395 1.564 -1.050
H 3.126 0.634 0.287
H 3.782 0.524 -1.343
H 2.260 -1.336 -0.608
H -0.043 -1.159 -1.367
H 0.078 0.678 -1.347
H 0.809 1.841 0.836
H -0.438 1.478 1.907
H 1.113 0.824 2.192
H 0.276 -1.336 2.187
H -2.021 -1.008 1.187
H -3.598 -0.940 -0.701
H -2.163 -1.883 -1.114
H -2.376 -0.229 -1.742
H -2.417 1.485 -0.046
```

=====

<b>
DFT (wB97M-V/def2-TZVPD) results for a 3-piece molecular cluster, C6H15NO2 overall.

Calculated values
HOMO-LUMO gap   10.09 eV
Charge   0

XYZ file:
```
24
C6H15NO2 | OMol25 | wB97M-V/def2-TZVPD
H -1.513 0.556 -2.246
N -1.816 0.180 -1.350
C -1.017 -0.691 -0.881
C -1.257 -1.280 0.469
O -0.035 -1.224 -1.636
H -1.390 -2.359 0.416
H -0.409 -1.133 1.137
H -2.075 -0.766 0.960
H 0.465 -1.884 -1.134
C 2.057 0.082 1.743
C 1.594 1.038 0.949
C 0.450 1.930 1.329
C 2.209 1.337 -0.386
H 1.605 -0.137 2.698
H 2.877 -0.558 1.455
H -0.345 1.846 0.587
H 0.782 2.968 1.365
H 0.075 1.685 2.320
H 3.051 0.679 -0.592
H 2.577 2.364 -0.412
H 1.454 1.237 -1.167
O -3.176 -2.209 -1.631
H -2.992 -2.493 -2.532
H -3.171 -1.165 -1.462
```

=====

It comes down to <b>, which is 1.692 eV more stable than the next structure.

=====

<a>
DFT (wB97M-V/def2-TZVPD) results for C6H12N2 in the gas phase.

Calculated values
HOMO-LUMO gap   9.21 eV
Charge   0

XYZ file:
```
20
C6H12N2 | OMol25 | wB97M-V/def2-TZVPD
N -1.806 -1.098 1.110
C -1.362 -0.088 0.222
C 0.014 -0.654 -0.145
C 0.871 -0.101 0.981
C 0.965 1.486 0.569
N 0.541 1.529 -0.925
C 0.800 0.097 -1.291
C 0.086 -1.240 -1.511
H -2.141 -1.958 0.558
H -2.641 -0.859 1.750
H -1.920 0.273 -0.686
H -1.169 0.858 0.837
H 0.338 -0.269 2.015
H 1.990 -0.459 0.975
H 0.217 2.143 1.045
H 2.094 1.753 0.688
H 1.274 2.099 -1.616
H 1.964 -0.078 -1.113
H 0.915 -1.918 -1.765
H -1.029 -1.514 -1.699
```

=====

<b>
DFT (wB97M-V/def2-TZVPD) results for C6H12N2 in the gas phase.

Calculated values
HOMO-LUMO gap   8.96 eV
Charge   0

XYZ file:
```
20
C6H12N2 | OMol25 | wB97M-V/def2-TZVPD
C -3.003 -0.171 0.169
C -1.735 0.146 -0.598
C -0.652 0.740 0.248
C 0.710 1.307 0.021
C 1.550 0.016 0.396
N 2.907 -0.198 -0.248
C 0.615 -1.189 0.158
N -0.579 -0.635 -0.305
H -3.538 0.682 0.669
H -3.717 -0.711 -0.495
H -2.844 -0.788 1.071
H -1.911 0.638 -1.602
H -0.963 0.756 1.380
H 0.885 2.199 0.579
H 0.885 1.551 -1.061
H 1.711 0.031 1.463
H 3.741 0.142 0.197
H 3.038 -0.064 -1.225
H 0.995 -1.870 -0.556
H 0.507 -1.830 1.083
```

=====

It comes down to <b>, which is 2.016 eV more stable than the next structure.

=====

<a>
DFT (wB97M-V/def2-TZVPD) results for C6H12N2 in the gas phase.

Calculated values
HOMO-LUMO gap   8.81 eV
Charge   0

XYZ file:
```
20
C6H12N2 | OMol25 | wB97M-V/def2-TZVPD
H -1.046 2.534 2.125
N -0.747 1.555 2.115
C 0.195 1.370 1.249
C 0.688 2.522 0.401
N 0.773 0.139 1.004
C 0.253 -0.771 0.073
C 1.290 -1.467 -0.776
C -1.067 -1.001 -0.067
C -1.733 -1.858 -1.094
H 0.236 2.438 -0.592
H 1.776 2.472 0.296
H 0.413 3.485 0.837
H 1.776 0.218 0.863
H 0.892 -2.314 -1.340
H 1.724 -0.754 -1.486
H 2.098 -1.857 -0.146
H -1.752 -0.503 0.619
H -2.717 -1.440 -1.333
H -1.172 -1.895 -2.032
H -1.878 -2.873 -0.715
```

=====

<b>
DFT (wB97M-V/def2-TZVPD) results for a 2-piece molecular cluster, C6H12N2 overall.

Calculated values
HOMO-LUMO gap   8.82 eV
Charge   0

XYZ file:
```
20
C6H12N2 | OMol25 | wB97M-V/def2-TZVPD
C -0.256 -1.978 0.430
C -0.585 -0.720 0.065
C -1.491 -0.404 -1.087
N -0.352 0.343 1.022
C -0.945 1.664 1.025
H 0.176 -2.225 1.388
H -0.327 -2.771 -0.294
H -2.525 -0.319 -0.756
H -1.389 -1.174 -1.848
H -1.244 0.560 -1.533
H -0.117 -0.021 1.938
H -1.598 1.769 1.890
H -0.159 2.422 1.121
H -1.508 1.923 0.132
C 1.849 0.425 -1.468
C 2.045 0.357 -0.142
N 2.560 -0.197 0.827
H 1.329 1.269 -1.892
H 2.547 -0.039 -2.145
H 1.990 -0.884 1.326
```

=====

<c>
DFT (wB97M-V/def2-TZVPD) results for C6H12N2 in the gas phase.

Calculated values
HOMO-LUMO gap (spin up / spin down)   8.03 / 8.03 eV
Charge   0

XYZ file:
```
20
C6H12N2 | OMol25 | wB97M-V/def2-TZVPD
C 1.738 0.017 1.332
C 0.959 -1.005 0.546
C 0.685 -0.883 -0.820
N 0.716 -1.939 -1.710
N 0.142 0.288 -1.206
C -0.739 0.654 -0.276
C -1.944 -0.167 0.109
C -0.889 2.127 -0.026
H 1.315 0.142 2.334
H 1.755 0.982 0.829
H 2.774 -0.306 1.481
H 1.070 -2.018 0.933
H 1.466 -2.601 -1.588
H 0.522 -1.702 -2.671
H -2.254 0.044 1.133
H -2.781 0.104 -0.545
H -1.763 -1.235 0.008
H -1.885 2.479 -0.304
H -0.153 2.692 -0.595
H -0.735 2.327 1.038
```

=====

It comes down to <a>, which is 1.024 eV more stable than the next structure.